[1]
{
  "formula": "C21H34N3O5P",
  "method": "wB97M-V/def2-TZVPD",
  "smiles": "CCOP(=O)(CCCCOC=O)OCC.c1cc[nH]c1.c1cc[nH]c1.c1cc[nH]c1",
  "de_lowest_kj_mol": 289.1,
  "orbital_gap_ev": 8.63,
  "species": ["C", "C", "O", "P", "O", "C", "C", "C", "C", "O", "C", "O", "O", "C", "C", "H", "H", "H", "H", "H", "H", "H", "H", "H", "H", "H", "H", "H", "H", "H", "H", "H", "H", "H", "N", "C", "C", "C", "C", "H", "H", "H", "H", "H", "N", "C", "C", "C", "C", "H", "H", "H", "H", "H", "N", "C", "C", "C", "C", "H", "H", "H", "H", "H"],
  "coordinates": [[2.162, -2.671, -1.139], [2.478, -3.287, -2.499], [2.126, -2.457, -3.627], [2.911, -1.156, -4.080], [3.648, -1.274, -5.338], [1.689, 0.178, -4.165], [0.271, -0.191, -4.633], [-0.582, -0.966, -3.617], [-1.421, -0.076, -2.712], [-0.672, 0.226, -1.513], [-0.111, 1.434, -1.409], [0.684, 1.713, -0.565], [3.791, -0.873, -2.785], [4.640, 0.298, -2.770], [4.432, 1.032, -1.466], [3.060, -2.302, -0.649], [1.701, -3.412, -0.488], [1.493, -1.818, -1.237], [3.528, -3.564, -2.584], [1.895, -4.192, -2.652], [2.128, 0.851, -4.905], [1.658, 0.723, -3.218], [0.331, -0.734, -5.576], [-0.239, 0.751, -4.853], [0.045, -1.565, -2.965], [-1.245, -1.652, -4.146], [-2.325, -0.578, -2.373], [-1.697, 0.862, -3.202], [-0.447, 2.149, -2.185], [4.421, 0.933, -3.631], [5.664, -0.054, -2.875], [4.834, 0.462, -0.630], [4.941, 1.996, -1.498], [3.371, 1.206, -1.279], [-4.864, -2.344, -2.687], [-5.220, -2.059, -3.978], [-6.269, -1.180, -3.938], [-6.557, -0.926, -2.569], [-5.674, -1.659, -1.822], [-4.126, -2.967, -2.416], [-4.701, -2.503, -4.810], [-6.776, -0.767, -4.794], [-7.327, -0.281, -2.179], [-5.554, -1.750, -0.756], [-0.462, 2.868, 3.483], [0.454, 2.688, 2.483], [1.698, 2.681, 3.055], [1.526, 2.865, 4.455], [0.180, 2.976, 4.686], [-1.456, 2.911, 3.355], [0.159, 2.576, 1.454], [2.628, 2.556, 2.527], [2.301, 2.913, 5.202], [-0.376, 3.136, 5.594], [-0.362, 1.154, 7.823], [-0.111, -0.128, 8.224], [-0.921, -0.399, 9.295], [-1.691, 0.768, 9.550], [-1.322, 1.708, 8.624], [0.091, 1.619, 7.057], [0.617, -0.736, 7.715], [-0.957, -1.330, 9.837], [-2.429, 0.902, 10.323], [-1.661, 2.719, 8.471]]
}

[2]
{
  "formula": "C21H35BO2P2Re",
  "method": "wB97M-V/def2-TZVPD",
  "charge": 2,
  "de_lowest_kj_mol": 0.0,
  "multiplicity": 4,
  "orbital_gap_ev": [5.94, 3.62],
  "species": ["P", "P", "C", "C", "H", "H", "H", "H", "C", "H", "H", "H", "C", "H", "H", "H", "C", "H", "H", "H", "C", "H", "H", "H", "Re", "C", "C", "C", "C", "C", "C", "C", "C", "C", "H", "H", "H", "H", "H", "H", "H", "H", "H", "H", "H", "H", "H", "H", "H", "O", "B", "O", "C", "C", "C", "C", "C", "C", "H", "H", "H", "H"],
  "coordinates": [[-0.111, -1.959, -2.875], [-0.083, 1.498, -2.952], [-0.416, -0.918, -4.400], [0.284, 0.441, -4.425], [-1.512, -0.846, -4.534], [-0.014, -1.553, -5.205], [1.383, 0.361, -4.529], [-0.093, 1.030, -5.274], [-1.666, 2.259, -3.456], [-1.960, 3.002, -2.702], [-2.450, 1.496, -3.559], [-1.517, 2.763, -4.419], [1.136, 2.818, -3.251], [0.848, 3.362, -4.157], [2.135, 2.385, -3.391], [1.136, 3.508, -2.398], [-1.195, -3.348, -3.315], [-1.162, -4.100, -2.520], [-0.825, -3.773, -4.256], [-2.220, -2.981, -3.457], [1.548, -2.567, -3.327], [2.274, -1.747, -3.416], [1.442, -3.057, -4.303], [1.876, -3.299, -2.580], [-0.091, -0.922, 1.453], [0.955, 0.937, 1.142], [-0.472, 1.149, 1.057], [-1.279, 1.209, -0.216], [-1.722, -0.159, -0.821], [-0.870, -1.362, -0.503], [0.652, -1.395, -0.468], [1.507, -0.289, -1.016], [1.927, 0.801, -0.012], [1.203, -2.054, 2.533], [1.410, 1.403, 2.030], [-0.907, 1.700, 1.898], [-0.747, 1.861, -0.942], [-2.199, 1.769, 0.005], [-2.741, -0.356, -0.450], [-1.858, -0.081, -1.913], [-1.338, -2.351, -0.640], [1.062, -2.416, -0.558], [0.947, 0.207, -1.850], [2.399, -0.727, -1.484], [2.919, 0.537, 0.374], [2.055, 1.778, -0.498], [1.940, -1.490, 3.128], [1.746, -2.747, 1.876], [0.588, -2.645, 3.236], [-1.402, -0.478, 4.413], [-0.365, -0.199, 3.450], [0.619, 0.664, 4.074], [0.159, 0.899, 5.327], [0.771, 1.629, 6.335], [0.138, 1.631, 7.580], [-1.093, 0.997, 7.777], [-1.726, 0.311, 6.741], [-1.062, 0.225, 5.523], [1.699, 2.154, 6.122], [0.622, 2.151, 8.406], [-1.575, 1.037, 8.748], [-2.708, -0.156, 6.842]]
}

[3]
{
  "formula": "C21H35CuFP2",
  "method": "wB97M-V/def2-TZVPD",
  "multiplicity": 2,
  "orbital_gap_ev": [3.85, 3.68],
  "species": ["P", "P", "C", "C", "H", "H", "H", "H", "C", "H", "H", "H", "C", "H", "H", "H", "C", "H", "H", "H", "C", "H", "H", "H", "Cu", "C", "C", "C", "C", "C", "C", "C", "C", "C", "H", "H", "H", "H", "H", "H", "H", "H", "H", "H", "H", "H", "H", "H", "H", "F", "C", "C", "C", "C", "C", "C", "H", "H", "H", "H"],
  "coordinates": [[-1.140, 0.098, -2.715], [-0.700, 0.634, 2.411], [-0.236, -0.141, -1.017], [-0.401, -0.283, 0.758], [0.811, 0.128, -1.289], [-0.218, -1.227, -1.111], [-1.256, -0.981, 0.846], [0.581, -0.814, 0.838], [0.680, 1.684, 2.773], [0.337, 2.499, 3.398], [1.123, 2.071, 1.848], [1.410, 1.083, 3.316], [-1.056, -0.509, 3.708], [-0.113, -0.701, 4.211], [-1.471, -1.458, 3.331], [-1.739, -0.077, 4.437], [0.033, 0.864, -3.879], [-0.572, 1.405, -4.626], [0.664, 0.152, -4.446], [0.694, 1.607, -3.390], [-1.601, -1.570, -3.136], [-1.795, -2.108, -2.204], [-0.855, -2.102, -3.751], [-2.524, -1.442, -3.709], [0.074, 1.646, 0.020], [2.286, -1.950, 1.063], [2.813, -0.719, 1.013], [3.993, -0.388, 0.151], [3.962, -1.014, -1.279], [2.592, -1.057, -1.897], [1.780, -2.161, -1.886], [2.068, -3.382, -1.089], [2.735, -3.160, 0.343], [-2.565, 1.125, -2.390], [1.458, -2.177, 1.774], [2.586, -0.016, 1.838], [4.879, -0.762, 0.658], [4.173, 0.686, 0.029], [4.605, -0.471, -2.020], [4.344, -2.053, -1.271], [2.323, -0.170, -2.497], [1.101, -2.272, -2.717], [2.750, -4.037, -1.659], [1.193, -4.034, -0.932], [2.540, -4.017, 1.031], [3.829, -3.084, 0.245], [-2.665, 1.305, -1.288], [-3.460, 0.603, -2.799], [-2.421, 2.092, -2.938], [-5.403, 4.282, 1.906], [-4.299, 3.449, 1.954], [-4.554, 2.099, 2.150], [-3.415, 1.258, 2.137], [-2.112, 1.780, 1.965], [-1.926, 3.171, 1.845], [-3.039, 4.030, 1.836], [-5.547, 1.666, 2.277], [-3.572, 0.191, 2.314], [-0.900, 3.628, 1.792], [-2.861, 5.102, 1.717]]
}

[4]
{
  "formula": "C21H35F4GeN6O2SSe2V",
  "method": "wB97M-V/def2-TZVPD",
  "charge": 1,
  "de_lowest_kj_mol": 6.3,
  "multiplicity": 2,
  "orbital_gap_ev": [6.09, 7.26],
  "species": ["V", "C", "C", "N", "C", "C", "C", "C", "N", "C", "C", "F", "C", "F", "C", "C", "F", "C", "F", "H", "H", "H", "H", "H", "H", "H", "H", "H", "H", "H", "H", "H", "H", "H", "C", "O", "C", "O", "N", "N", "H", "H", "H", "H", "H", "H", "Se", "C", "N", "C", "Ge", "C", "C", "C", "Se", "C", "H", "H", "H", "H", "H", "H", "H", "H", "H", "H", "H", "H", "H", "H", "S", "C", "N"],
  "coordinates": [[-0.919, -0.404, -0.075], [-0.151, -3.356, 3.300], [-1.398, -2.548, 2.979], [-1.801, -2.473, 1.559], [-2.034, -3.809, 0.979], [-0.803, -4.485, 0.377], [-3.037, -1.687, 1.506], [-2.783, -0.275, 2.021], [-1.479, 0.220, 1.578], [-0.945, 1.340, 2.197], [0.344, 1.774, 1.865], [1.007, 1.102, 0.893], [0.989, 2.833, 2.458], [2.230, 3.118, 2.062], [0.375, 3.575, 3.441], [-0.909, 3.202, 3.780], [-1.565, 3.885, 4.712], [-1.561, 2.139, 3.181], [-2.820, 1.922, 3.572], [0.118, -3.179, 4.342], [0.678, -3.039, 2.675], [-0.313, -4.427, 3.186], [-1.224, -1.531, 3.327], [-2.243, -2.954, 3.555], [-2.775, -3.704, 0.185], [-2.478, -4.462, 1.741], [-0.348, -3.843, -0.375], [-1.114, -5.410, -0.109], [-0.051, -4.733, 1.122], [-3.828, -2.130, 2.126], [-3.389, -1.659, 0.475], [-2.857, -0.266, 3.103], [-3.566, 0.380, 1.629], [0.868, 4.409, 3.919], [3.482, -3.679, 0.829], [2.382, -2.802, 1.101], [1.754, -2.164, 0.133], [0.837, -1.409, 0.456], [2.200, -2.393, -1.120], [1.596, -1.776, -2.213], [3.831, -4.008, 1.800], [4.288, -3.153, 0.317], [3.156, -4.546, 0.252], [2.834, -3.154, -1.288], [0.993, -2.432, -2.694], [2.321, -1.463, -2.843], [-2.406, -3.588, -3.177], [-1.796, -2.464, -2.037], [-1.318, -1.692, -1.269], [0.283, 4.255, -3.815], [1.730, 3.860, -2.549], [1.358, 4.748, -0.844], [3.466, 4.367, -3.302], [1.749, 1.889, -2.104], [-0.091, 1.407, -1.698], [-0.602, 0.788, -3.457], [0.183, 5.339, -3.883], [-0.670, 3.854, -3.471], [0.498, 3.876, -4.816], [1.136, 5.802, -1.010], [2.209, 4.676, -0.167], [0.486, 4.289, -0.373], [3.463, 5.443, -3.486], [3.644, 3.858, -4.249], [4.282, 4.136, -2.617], [2.345, 1.728, -1.207], [2.121, 1.247, -2.900], [-0.378, 1.575, -4.170], [-1.669, 0.590, -3.447], [-0.049, -0.117, -3.690], [-4.207, 2.019, -2.185], [-3.212, 1.118, -1.352], [-2.446, 0.449, -0.738]]
}

[5]
{
  "formula": "C21H35FP2Tc",
  "method": "wB97M-V/def2-TZVPD",
  "charge": 2,
  "de_lowest_kj_mol": 0.0,
  "multiplicity": 4,
  "orbital_gap_ev": [5.69, 6.84],
  "species": ["P", "P", "C", "C", "H", "H", "H", "H", "C", "H", "H", "H", "C", "H", "H", "H", "C", "H", "H", "H", "C", "H", "H", "H", "Tc", "C", "C", "C", "C", "C", "C", "C", "C", "C", "H", "H", "H", "H", "H", "H", "H", "H", "H", "H", "H", "H", "H", "H", "H", "F", "C", "C", "C", "C", "C", "C", "H", "H", "H", "H"],
  "coordinates": [[-2.179, 1.413, -1.213], [1.429, 0.621, -1.988], [-0.953, 2.204, -2.417], [0.020, 1.233, -3.062], [-0.379, 2.969, -1.877], [-1.567, 2.708, -3.168], [-0.541, 0.375, -3.432], [0.506, 1.691, -3.926], [2.734, 1.832, -2.275], [3.648, 1.550, -1.753], [2.446, 2.826, -1.925], [2.938, 1.884, -3.340], [1.973, -0.827, -2.977], [2.496, -0.493, -3.860], [1.130, -1.444, -3.317], [2.636, -1.482, -2.376], [-2.840, 3.009, -0.505], [-3.455, 2.796, 0.382], [-3.430, 3.534, -1.251], [-2.006, 3.674, -0.184], [-3.541, 0.968, -2.346], [-3.234, 0.198, -3.059], [-3.869, 1.841, -2.913], [-4.396, 0.573, -1.800], [-0.206, -0.708, 1.560], [0.748, -1.090, -0.271], [1.537, 0.293, -0.338], [1.316, 1.563, 0.648], [-0.136, 2.057, 0.741], [-1.298, 1.053, 0.836], [-2.046, -0.083, 0.085], [-1.824, -1.401, -0.706], [-0.429, -1.626, -1.227], [-1.572, -0.959, 3.092], [1.530, -1.835, -0.429], [2.569, -0.030, -0.087], [1.922, 2.382, 0.239], [1.661, 1.470, 1.679], [-0.197, 2.603, 1.692], [-0.312, 2.863, -0.001], [-2.078, 1.513, 1.469], [-3.001, -0.190, 0.619], [-2.540, -1.424, -1.545], [-2.072, -2.266, -0.122], [-0.273, -2.713, -1.210], [-0.368, -1.386, -2.295], [-1.697, -2.038, 3.256], [-2.557, -0.472, 2.926], [-1.100, -0.530, 4.010], [3.250, -4.270, 5.247], [2.634, -3.454, 4.339], [1.923, -4.053, 3.289], [1.235, -3.208, 2.411], [1.211, -1.820, 2.631], [2.005, -1.244, 3.646], [2.709, -2.072, 4.531], [1.896, -5.132, 3.181], [0.676, -3.621, 1.570], [2.031, -0.163, 3.751], [3.285, -1.662, 5.365]]
}

[6]
{
  "formula": "C21H35NO6",
  "method": "wB97M-V/def2-TZVPD",
  "smiles": "c1ccc(CN2CCOCCOCCOCCOCCOCCOCC2)cc1",
  "de_lowest_kj_mol": 293.7,
  "orbital_gap_ev": 9.56,
  "species": ["C", "C", "C", "C", "C", "C", "H", "H", "C", "N", "C", "H", "H", "C", "H", "O", "C", "H", "C", "O", "C", "C", "O", "C", "C", "O", "C", "C", "O", "C", "C", "O", "C", "C", "H", "H", "H", "H", "H", "H", "H", "H", "H", "H", "H", "H", "H", "H", "H", "H", "H", "H", "H", "H", "H", "H", "H", "H", "H", "H", "H", "H", "H"],
  "coordinates": [[1.205, -1.114, -6.497], [-0.018, -1.196, -5.852], [-0.298, -0.361, -4.787], [0.643, 0.563, -4.348], [1.868, 0.636, -4.997], [2.147, -0.195, -6.068], [3.103, -0.127, -6.567], [2.608, 1.352, -4.665], [0.315, 1.470, -3.194], [-0.181, 0.719, -2.047], [0.771, -0.258, -1.557], [1.088, -0.863, -2.408], [0.260, -0.924, -0.860], [2.022, 0.293, -0.850], [1.750, 1.099, -0.151], [2.614, -0.768, -0.137], [3.761, -0.375, 0.582], [4.513, 0.020, -0.118], [4.346, -1.578, 1.332], [3.879, -1.735, 2.650], [2.710, -2.497, 2.829], [1.403, -1.714, 2.654], [0.365, -2.564, 3.097], [-0.937, -2.060, 2.933], [-1.298, -0.946, 3.940], [-2.685, -0.897, 4.192], [-3.448, -0.148, 3.269], [-3.528, 1.337, 3.672], [-4.449, 2.055, 2.874], [-3.902, 2.877, 1.877], [-3.265, 2.133, 0.697], [-1.970, 1.713, 1.074], [-1.315, 0.865, 0.160], [-0.741, 1.613, -1.048], [-0.016, 2.363, -0.686], [-1.554, 2.158, -1.538], [-1.995, 0.076, -0.195], [-0.508, 0.412, 0.741], [-3.885, 1.268, 0.423], [-3.217, 2.816, -0.163], [-3.143, 3.550, 2.301], [-4.744, 3.468, 1.509], [-2.536, 1.797, 3.620], [-3.892, 1.389, 4.704], [-3.048, -0.246, 2.257], [-4.457, -0.568, 3.294], [-0.926, 0.027, 3.600], [-0.832, -1.194, 4.898], [-1.600, -2.909, 3.123], [-1.086, -1.716, 1.898], [1.449, -0.795, 3.255], [1.256, -1.447, 1.599], [2.748, -2.858, 3.861], [2.700, -3.362, 2.155], [4.156, -2.481, 0.739], [5.426, -1.432, 1.431], [3.511, 0.417, 1.303], [2.738, 0.702, -1.579], [-0.488, 2.149, -3.505], [1.191, 2.090, -2.938], [-1.246, -0.422, -4.274], [-0.756, -1.913, -6.183], [1.423, -1.764, -7.331]]
}

[7]
{
  "formula": "C21H36BrIN6O4",
  "method": "wB97M-V/def2-TZVPD",
  "smiles": "C#CCCC[C@](Br)(C#N)[C@@H](I)C#N.CN(C)C=O.CN(C)C=O.CN(C)C=O.CN(C)C=O",
  "orbital_gap_ev": 8.68,
  "species": ["C", "C", "C", "C", "C", "C", "Br", "C", "N", "C", "I", "C", "N", "H", "H", "H", "H", "H", "H", "H", "H", "C", "O", "N", "C", "C", "H", "H", "H", "H", "H", "H", "H", "C", "O", "N", "C", "C", "H", "H", "H", "H", "H", "H", "H", "C", "O", "N", "C", "C", "H", "H", "H", "H", "H", "H", "H", "C", "O", "N", "C", "C", "H", "H", "H", "H", "H", "H", "H"],
  "coordinates": [[2.938, -4.719, -1.079], [2.716, -3.527, -0.889], [2.354, -2.052, -0.460], [0.892, -2.109, 0.162], [0.120, -0.713, 0.164], [-1.431, -1.004, 0.284], [-2.257, 0.595, 1.187], [-1.730, -2.207, 1.272], [-1.683, -3.236, 1.800], [-2.211, -1.263, -1.094], [-0.980, -1.497, -2.855], [-3.045, -2.604, -0.958], [-3.693, -3.561, -1.007], [2.760, -5.826, -1.125], [2.460, -1.379, -1.360], [3.078, -1.675, 0.330], [1.004, -2.416, 1.251], [0.313, -2.910, -0.403], [0.413, -0.008, -0.663], [0.420, -0.194, 1.135], [-2.993, -0.449, -1.196], [-2.799, 3.479, 2.286], [-1.794, 3.165, 2.899], [-3.553, 4.578, 2.528], [-4.738, 4.884, 1.753], [-3.160, 5.477, 3.600], [-3.184, 2.868, 1.454], [-4.608, 5.856, 1.271], [-5.602, 4.920, 2.421], [-4.909, 4.126, 0.988], [-2.160, 5.855, 3.400], [-3.144, 4.924, 4.543], [-3.857, 6.311, 3.675], [-2.833, 0.170, -6.302], [-3.216, 0.988, -5.489], [-3.627, -0.717, -6.956], [-3.095, -1.665, -7.914], [-5.052, -0.714, -6.686], [-1.769, 0.084, -6.580], [-3.565, -1.493, -8.886], [-3.319, -2.679, -7.576], [-2.016, -1.552, -8.016], [-5.462, 0.269, -6.926], [-5.217, -0.910, -5.624], [-5.555, -1.476, -7.281], [-0.287, 7.152, 4.919], [-1.043, 7.544, 4.048], [0.961, 6.667, 4.710], [1.805, 6.218, 5.799], [1.467, 6.594, 3.352], [-0.575, 7.164, 5.983], [2.722, 6.812, 5.808], [2.054, 5.165, 5.647], [1.297, 6.330, 6.757], [1.473, 7.595, 2.916], [0.809, 5.958, 2.756], [2.477, 6.185, 3.343], [5.947, -6.874, -1.223], [4.819, -6.699, -1.644], [6.288, -6.947, 0.089], [7.656, -7.158, 0.517], [5.250, -6.808, 1.093], [6.807, -6.992, -1.902], [7.709, -8.078, 1.105], [7.973, -6.313, 1.133], [8.324, -7.244, -0.341], [4.502, -7.591, 0.948], [4.765, -5.836, 0.976], [5.674, -6.888, 2.094]]
}